Run A
This record from the Open Molecules 2025 dataset describes a gas-phase ion, C9H10N3O3 (charge -1). The level of theory is ωB97M-V/def2-TZVPD.

Summary:
Molecular weight   208.20 g mol⁻¹
Orbital gap   8.51 eV
Total charge   -1
Structure (SMILES)   Cc1nccnc1[C@@](C)(NC=O)C(=O)[O-]

The geometry in XYZ format:
```
25
Properties=species:S:1:pos:R:3:nbo_charge:R:1
C 0.56 0.93 1.98 -0.654
C 1.27 0.51 0.69 0.141
N 2.62 0.36 0.77 -0.403
C 3.28 -0.01 -0.32 -0.029
C 2.57 -0.10 -1.56 -0.003
N 1.26 -0.11 -1.54 -0.399
C 0.61 0.20 -0.41 0.225
C -1.19 0.27 -0.55 0.019
C -1.49 0.04 -2.00 -0.641
N -1.81 -0.58 0.48 -0.663
C -1.39 -1.78 0.81 0.535
O -0.54 -2.48 0.25 -0.664
C -1.79 1.74 -0.36 0.764
O -2.69 1.79 0.47 -0.761
O -1.20 2.61 -1.02 -0.749
H 1.33 1.23 2.72 0.224
H -0.18 1.67 1.63 0.251
H -0.08 0.04 2.34 0.222
H 4.27 -0.36 -0.05 0.191
H 3.13 -0.31 -2.51 0.180
H -0.61 0.54 -2.55 0.263
H -1.48 -1.00 -2.20 0.202
H -2.51 0.43 -2.36 0.208
H -2.55 0.06 0.85 0.458
H -1.91 -2.20 1.78 0.080
```



Run B
This record from the Open Molecules 2025 dataset describes 2 unconnected molecules or ions with the total composition C9H10N3O3. The level of theory is ωB97M-V/def2-TZVPD.

Summary:
Molecular weight   208.20 g mol⁻¹
Orbital gap   6.43 eV
Total charge   -1

The geometry in XYZ format:
```
25
Properties=species:S:1:pos:R:3:nbo_charge:R:1
C -2.50 2.68 0.52 -0.234
C -1.19 2.38 0.64 -0.190
C -3.39 1.65 0.25 -0.275
C -1.43 0.11 -0.07 -0.318
C -0.56 1.12 0.30 0.131
C -2.86 0.37 0.06 0.037
C 1.43 -1.07 -0.28 0.315
C 1.49 -3.49 0.57 -0.612
C 1.48 -2.36 -0.50 -0.469
N 1.53 0.06 0.12 -0.270
N 0.72 1.19 0.29 -0.491
N -3.73 -0.70 -0.25 0.520
O 2.62 3.14 -1.08 -0.970
O -4.90 -0.47 -0.50 -0.417
O -3.31 -1.84 -0.34 -0.409
H -2.90 3.75 0.59 0.204
H -0.37 3.17 0.76 0.210
H -4.41 1.80 0.23 0.220
H -1.14 -0.97 -0.16 0.252
H 2.23 2.37 -0.69 0.502
H 0.63 -3.27 1.24 0.204
H 2.29 -3.38 1.26 0.197
H 1.48 -4.43 0.15 0.200
H 1.36 -2.69 -1.54 0.205
H 1.86 3.81 -1.16 0.458
```



Top of the stability list: run A, leading by 529.7 kJ/mol.



Run A
This record from the Open Molecules 2025 dataset describes a gas-phase ion, C2H4NO (charge +1). The level of theory is ωB97M-V/def2-TZVPD.

Summary:
Molecular weight   58.06 g mol⁻¹
Orbital gap   9.28 eV
Total charge   +1
Structure (SMILES)   CC=[N+]=O

The geometry in XYZ format:
```
8
Properties=species:S:1:pos:R:3:nbo_charge:R:1
C 0.08 -0.11 -0.16 -0.675
C -0.43 0.09 1.24 0.039
N 0.31 -0.12 2.22 0.398
O 0.92 0.02 3.17 0.029
H -0.64 -0.89 -0.52 0.282
H -0.07 0.83 -0.84 0.307
H 1.04 -0.61 -0.31 0.281
H -1.49 0.45 1.47 0.340
```



Run B
This record from the Open Molecules 2025 dataset describes a molecular structure, C2H4NO. The level of theory is ωB97M-V/def2-TZVPD.

Summary:
Molecular weight   58.06 g mol⁻¹
Orbital gap (alpha / beta)   8.49 / 8.69 eV
Total charge   +1

The geometry in XYZ format:
```
8
Properties=species:S:1:pos:R:3:nbo_charge:R:1
C -0.47 -0.47 0.88 -0.062
C -0.05 0.64 0.20 -0.471
N 0.56 0.09 -1.54 0.515
O 1.08 -0.85 -1.83 0.039
H -1.46 -0.69 0.70 0.209
H 0.85 1.19 0.51 0.275
H -0.69 1.47 -0.06 0.260
H 0.19 -1.36 1.13 0.235
```



Top of the stability list: run A, leading by 85.1 kJ/mol.



Run A
This record from the Open Molecules 2025 dataset describes a single C4H5FN2O molecule. The level of theory is ωB97M-V/def2-TZVPD.

Summary:
Molecular weight   116.09 g mol⁻¹
Orbital gap   9.77 eV
Total charge   0
Structure (SMILES)   [H]/N=C(N)/C(F)=C\C=O

The geometry in XYZ format:
```
13
Properties=species:S:1:pos:R:3:nbo_charge:R:1
H 2.73 0.17 1.30 0.342
N 2.06 -0.53 1.04 -0.645
C 0.91 -0.09 0.70 0.359
N 0.40 1.20 0.78 -0.820
C -0.13 -1.07 0.19 0.420
F -0.06 -2.25 0.82 -0.296
C -1.00 -0.88 -0.82 -0.387
C -1.20 0.40 -1.56 0.370
O -2.05 0.49 -2.45 -0.514
H -0.53 1.23 1.06 0.387
H 0.99 1.85 1.34 0.390
H -1.67 -1.72 -1.04 0.246
H -0.47 1.20 -1.37 0.148
```



Run B
This record from the Open Molecules 2025 dataset describes a single C4H5FN2O molecule. The level of theory is ωB97M-V/def2-TZVPD.

Summary:
Molecular weight   116.09 g mol⁻¹
Orbital gap   10.48 eV
Total charge   0
Structure (SMILES)   O[C@H]1C=NN=C1CF

The geometry in XYZ format:
```
13
Properties=species:S:1:pos:R:3:nbo_charge:R:1
O 0.09 1.83 -0.33 -0.681
C -0.40 0.76 0.38 -0.036
C -1.85 0.49 0.14 0.072
N -2.09 -0.73 -0.17 -0.235
N -0.82 -1.42 -0.23 -0.246
C 0.13 -0.62 0.07 0.179
C 1.60 -0.96 0.13 0.014
F 2.34 0.18 -0.08 -0.362
H 1.06 1.66 -0.33 0.490
H -0.28 0.94 1.48 0.197
H -2.69 1.17 0.22 0.212
H 1.85 -1.64 -0.68 0.203
H 1.76 -1.34 1.14 0.192
```



Top of the stability list: run A, leading by 88.1 kJ/mol.



Run A
This record from the Open Molecules 2025 dataset describes a single C4H9NOS2 molecule. The level of theory is ωB97M-V/def2-TZVPD.

Summary:
Molecular weight   151.26 g mol⁻¹
Orbital gap   9.63 eV
Total charge   0
Structure (SMILES)   CSSC[C@@H](N)C=O

The geometry in XYZ format:
```
17
Properties=species:S:1:pos:R:3:nbo_charge:R:1
C 0.60 2.61 1.24 -0.771
S 1.47 1.08 1.58 0.100
S 1.19 -0.20 0.03 0.068
C -0.46 -0.99 0.51 -0.535
C -1.63 -0.91 -0.48 -0.179
N -2.13 0.44 -0.74 -0.855
C -0.92 -1.35 -1.87 0.431
O -0.70 -2.39 -2.38 -0.494
H 0.81 2.75 0.15 0.229
H -0.41 2.49 1.29 0.208
H 1.12 3.46 1.70 0.248
H -0.85 -0.42 1.51 0.231
H -0.19 -2.03 0.74 0.235
H -2.41 -1.63 -0.16 0.228
H -1.50 1.09 -0.38 0.358
H -3.18 0.75 -0.41 0.391
H -1.07 -0.57 -2.49 0.107
```



Run B
This record from the Open Molecules 2025 dataset describes a single C4H9NOS2 molecule. The level of theory is ωB97M-V/def2-TZVPD.

Summary:
Molecular weight   151.26 g mol⁻¹
Orbital gap   9.48 eV
Total charge   0
Structure (SMILES)   C/C(=N/O)C(C)(S)S

The geometry in XYZ format:
```
17
Properties=species:S:1:pos:R:3:nbo_charge:R:1
C -1.45 1.33 -0.17 -0.660
C -0.75 0.09 -0.70 0.199
N -1.31 -0.32 -1.76 -0.142
O -0.75 -1.40 -2.48 -0.598
C 0.60 -0.54 0.04 -0.248
C 0.95 0.01 1.40 -0.667
S 0.24 -2.39 0.18 -0.029
S 1.94 -0.40 -1.29 -0.027
H -2.47 1.52 -0.73 0.262
H -1.50 1.14 0.92 0.216
H -0.82 2.32 -0.42 0.228
H -0.88 -1.34 -3.45 0.488
H 0.56 -0.58 2.20 0.233
H 2.15 0.07 1.38 0.242
H 0.51 1.01 1.39 0.222
H 0.96 -2.73 -0.90 0.142
H 2.71 -1.49 -0.72 0.139
```



Run C
This record from the Open Molecules 2025 dataset describes a single C4H9NOS2 molecule. The level of theory is ωB97M-V/def2-TZVPD.

Summary:
Molecular weight   151.26 g mol⁻¹
Orbital gap   9.38 eV
Total charge   0
Structure (SMILES)   CNC(=O)CCSS

The geometry in XYZ format:
```
17
Properties=species:S:1:pos:R:3:nbo_charge:R:1
C -0.41 -2.21 1.58 -0.439
N 0.60 -2.67 0.55 -0.624
C 1.08 -1.85 -0.46 0.674
O 1.80 -2.24 -1.42 -0.606
C 0.73 -0.43 -0.29 -0.580
C -0.58 -0.10 -0.92 -0.480
S -0.54 1.80 -0.78 0.059
S -0.74 2.66 0.98 -0.141
H -1.25 -1.50 1.15 0.193
H 0.16 -1.63 2.40 0.213
H -0.95 -3.05 2.13 0.227
H 0.43 -3.58 0.16 0.396
H 0.86 -0.02 0.73 0.243
H 1.67 0.05 -0.65 0.265
H -0.71 -0.29 -2.01 0.254
H -1.49 -0.44 -0.39 0.223
H -1.84 3.38 1.21 0.122
```



Top of the stability list: run C, leading by 70.7 kJ/mol.